(1)
Below is a molecular structure, C19H36EuN3O5P2 at a distorted geometry, with properties calculated with wB97M-V/def2-TZVPD.

Cartesian coordinates (Å):
C -0.77 0.88 -3.46
C -1.84 0.00 -3.09
C -1.61 -1.42 4.12
C -1.88 -2.81 3.59
C 1.00 2.32 -2.94
C -4.22 0.85 -1.70
H 3.85 0.82 -1.84
H 1.79 3.54 -4.49
N 2.05 -1.81 3.60
H -2.36 -0.71 3.74
H 4.82 1.58 -0.59
C -3.38 -1.80 -1.77
H -1.28 0.71 -5.56
H 0.37 2.49 -6.29
H 2.72 3.54 -2.41
N 1.12 -0.96 1.62
H 2.01 -0.62 -2.41
P 2.47 2.21 -0.44
C -0.22 -0.83 3.79
C 0.29 2.17 -5.25
H -4.07 -1.83 -2.63
H 2.27 -1.16 -1.95
O 0.15 -3.19 -4.35
H 0.84 -2.80 -4.94
N 0.17 1.34 -2.55
H 4.03 3.84 0.43
H -4.04 1.80 -2.22
H 2.82 -2.29 4.03
C 2.26 -1.41 2.28
H -0.86 2.53 4.58
H -1.10 -3.50 3.91
H -4.57 1.10 -0.70
H -2.22 -0.61 -3.92
H -2.83 -3.16 3.99
C -0.63 1.21 -4.84
H -2.61 -2.56 -1.91
H -1.59 1.55 3.30
O 3.37 -1.52 1.79
C -0.03 -0.71 2.25
H -0.17 -4.07 0.18
P -2.65 -0.10 -1.53
H -5.02 0.31 -2.22
C 1.08 2.76 -4.26
O -0.32 -3.46 -0.57
C -1.20 1.52 4.32
C 3.05 3.44 0.74
H -0.36 -4.06 -1.33
H 1.21 3.85 -1.48
H -3.95 -2.07 -0.87
C -0.05 0.55 4.49
C 1.85 3.07 -1.91
H -0.42 -3.74 -4.97
H 0.09 0.36 5.57
C 0.89 -1.75 4.35
H 0.88 1.01 4.14
H 2.33 4.28 0.80
O 0.81 -2.36 5.40
H 1.43 1.38 0.05
C 3.85 1.13 -0.79
H 3.16 2.99 1.75
Eu 0.15 -0.75 -0.67
O -1.02 -0.36 1.51
H -2.02 1.28 5.00
H -1.95 -2.80 2.50
H 3.77 0.23 -0.18
H -1.72 -1.42 5.21

Its HOMO-LUMO gap (spin up / spin down) is 3.076 / 5.192 eV. Its total energy is -72897.8203 eV. Its charge is 0. Its multiplicity is 7. The largest force on an atom comes out at 2.1 eV/Å. For the energy above the lowest of the compared OMol25 structures with the same formula, charge and spin, the calculation gives 2.0 kcal per mole.

---

(2)
Below is C2H4S2 in the gas phase at a distorted geometry, with properties calculated with wB97M-V/def2-TZVPD.

Cartesian coordinates (Å):
S 2.08 0.46 -0.02
H -1.61 -1.03 -0.29
C 0.12 0.41 -0.55
C -0.84 -0.45 0.16
H 1.73 -0.28 1.15
H -0.51 -0.67 1.11
H 0.24 0.22 -1.67
S -1.22 1.34 0.11

Its HOMO-LUMO gap is 9.704 eV. Its total energy is -23807.6096 eV. Its charge is 0. The largest force on an atom comes out at 4.2 eV/Å. Its SMILES is S[C@H]1CS1. For the energy above the lowest of the compared OMol25 structures with the same formula, charge and spin, the calculation gives 29.3 kcal per mole.

---

(3)
Below is a molecular structure, C14H22BBr34FO2P at a distorted geometry, with properties calculated with wB97M-V/def2-TZVPD.

Cartesian coordinates (Å):
F 3.61 -4.91 -5.48
C -3.88 2.30 3.48
Br -4.74 -2.27 5.17
Br -1.94 -1.24 2.36
Br -4.99 5.97 -0.55
O 0.13 0.81 -2.55
C -0.94 -2.20 3.72
Br -0.09 -3.47 -2.66
Br 1.41 -8.63 0.92
Br 7.57 2.62 -4.09
Br -9.28 1.34 3.53
Br 10.13 2.58 -0.37
O 1.61 1.16 -0.46
H -3.42 1.60 2.79
H 5.28 -3.43 -5.52
H 2.33 1.82 -0.69
Br 4.18 0.59 -2.86
C 2.74 -7.43 1.69
C -6.13 6.47 0.95
C 3.57 -2.37 -3.19
Br 1.35 5.39 -2.51
Br 2.92 -5.80 0.65
Br 11.85 1.85 -3.00
Br -1.60 -6.30 -2.40
Br 0.94 -2.40 3.23
H 0.12 3.40 -3.38
H 3.91 -3.25 -6.81
H 3.54 -1.32 -5.22
Br -7.56 3.89 6.41
H -6.44 -0.89 6.36
C 8.36 0.84 -4.08
H 3.25 -3.33 -2.61
H 1.98 -0.70 -3.78
Br -1.76 4.58 -2.24
C -9.40 0.89 1.64
C 4.11 -3.50 -5.66
H 4.69 -2.06 -3.05
Br 2.37 -7.07 3.57
H 2.09 -2.57 -4.96
H -6.69 7.35 0.64
B 1.34 0.46 -1.74
Br -2.89 3.98 3.33
Br 7.68 -0.25 -5.54
H -0.18 0.02 -3.08
H 0.68 -5.62 -1.67
H 12.58 2.78 -0.81
Br -7.42 5.08 1.36
H 9.43 0.97 -4.25
Br -5.73 2.50 2.95
Br -5.69 6.51 6.33
C -0.15 4.46 -3.33
Br -8.63 -0.85 1.26
Br 12.46 0.36 -0.21
C 3.25 -2.39 -4.80
Br -4.83 -1.27 8.23
C 11.85 2.00 -1.06
Br -7.17 -3.16 7.08
Br -1.75 -3.91 4.16
H 1.50 -1.92 -2.14
Br -11.22 1.04 0.97
Br -5.09 6.97 2.51
H 3.70 -7.95 1.65
H -6.49 5.05 4.48
H -8.80 1.63 1.10
C -5.87 -1.77 6.67
Br -8.50 6.50 4.77
Br -3.71 1.54 5.26
C -0.28 -5.10 -1.63
P 2.52 -0.92 -2.44
Br 8.14 -0.04 -2.36
C -6.99 5.43 5.38
Br -0.46 5.05 -5.15
H 3.13 -1.13 -1.13
Br -0.65 -4.74 0.25
H -0.97 -1.59 4.63

Its HOMO-LUMO gap is 4.866 eV. Its total energy is -2413093.4249 eV. Its charge is -1. The largest force on an atom comes out at 3.3 eV/Å.

---

(4)
Below is 2 unconnected molecules or ions with the total composition C5H12N2 at a distorted geometry, with properties calculated with wB97M-V/def2-TZVPD.

Cartesian coordinates (Å):
H -1.58 0.51 -0.56
H -3.03 0.46 0.28
N -2.45 0.03 -0.40
C -2.35 -1.35 -0.30
C 2.21 -0.14 -0.50
H -0.33 1.18 2.64
H -1.23 -3.17 -0.76
H -3.07 -1.87 0.29
H 1.23 2.08 2.29
H 1.12 1.65 -1.15
H -0.83 -1.66 -1.81
C 0.38 1.56 1.87
H 2.26 1.89 0.23
H 2.59 -0.62 0.39
H 1.53 -0.87 -0.93
C 1.52 1.21 -0.19
H 3.14 0.01 -1.11
C -1.38 -2.08 -0.95
N 0.26 1.18 0.66

Its HOMO-LUMO gap is 8.703 eV. Its total energy is -8357.7410 eV. Its charge is 0. The largest force on an atom comes out at 3.1 eV/Å. Its SMILES is C=NCC.C=CN. For the energy above the lowest of the compared OMol25 structures with the same formula, charge and spin, the calculation gives 55.2 kcal per mole.

---

(5)
Below is a molecular structure, C19H21N2O6Pb, with properties calculated with wB97M-V/def2-TZVPD.

Cartesian coordinates (Å):
O -1.52 2.00 -0.25
C -4.17 -0.59 0.25
H -1.73 -4.49 -3.14
H -3.19 -4.85 -2.22
C -1.79 2.92 0.58
H -1.64 0.12 0.39
H 1.00 -3.52 0.13
C -2.98 -1.36 -0.26
N 0.60 2.86 1.02
H -4.13 -3.00 -1.07
C 1.78 4.40 2.37
O 0.81 2.05 -2.58
C 1.93 -1.63 -0.61
H -1.57 4.99 2.35
C -0.55 -1.47 -0.56
H 2.29 -0.85 -2.59
O -2.87 3.41 0.87
H 2.05 -2.68 1.26
C -0.56 3.45 1.31
C -1.71 -0.85 -0.08
H -0.28 6.43 3.65
C 1.74 3.31 1.53
H -5.10 -1.09 0.01
H 2.73 4.75 2.74
H -1.62 -5.35 -1.61
C -2.15 -4.55 -2.13
C -0.61 4.54 2.16
H 1.34 -2.32 -2.65
Pb 0.72 1.31 -0.81
H 3.46 -0.07 -0.75
H 3.05 -0.54 0.90
C 0.58 5.01 2.70
N 0.69 -0.85 -0.31
C -2.02 -3.24 -1.40
H -4.12 -0.47 1.34
H 2.75 -3.56 -0.11
H 0.07 -3.25 -1.64
C -0.75 -2.68 -1.24
C -3.14 -2.58 -0.93
C 2.15 -1.83 -2.13
H -4.18 0.42 -0.17
C 3.01 2.66 0.99
O 0.62 6.09 3.53
O 4.08 2.96 1.48
C 1.91 -2.93 0.21
O 2.78 1.85 0.03
H 4.01 -1.62 -0.14
H 3.06 -2.41 -2.29
C 3.18 -0.91 -0.12

Its HOMO-LUMO gap is 7.324 eV. Its total energy is -40557.9649 eV. Its charge is -1. The largest force on an atom comes out at 0.5 eV/Å. For the energy above the lowest of the compared OMol25 structures with the same formula, charge and spin, the calculation gives 23.4 kcal per mole.

---

(6)
Below is a molecular structure, C29H20IIrNPS2 at a distorted geometry, with properties calculated with wB97M-V/def2-TZVPD.

Cartesian coordinates (Å):
H -0.57 0.76 5.55
C 2.31 -2.01 -1.05
H -1.25 -1.62 -2.50
C 3.54 2.54 -0.81
H -3.97 0.08 0.46
H 6.27 0.61 -0.43
H -3.09 -4.03 3.39
H 7.25 2.38 -1.84
C -2.74 -3.25 1.44
H -5.32 1.37 -3.38
C -2.07 -2.17 4.90
N 2.22 2.72 -0.56
H 2.68 -3.25 -2.77
S 2.94 4.82 -1.93
C -2.10 -2.12 3.49
C -4.51 1.11 -2.72
C -3.75 0.38 -0.55
C -2.21 -2.18 0.72
H -5.80 0.65 -1.07
H 0.41 -2.96 -3.69
C 4.12 3.60 -1.59
C -1.51 -1.15 5.64
Ir 0.41 1.95 0.39
H 1.65 -0.73 0.54
C -2.16 0.84 -2.32
C 4.32 1.47 -0.39
P -0.99 0.04 0.02
C -1.63 -1.07 1.34
C -4.78 0.71 -1.42
C 5.65 1.43 -0.75
H -1.14 0.93 -2.66
C 1.96 -2.63 -2.25
C -1.56 -1.00 2.77
C -3.20 1.16 -3.18
C -0.99 -0.05 4.97
C -2.68 -3.21 2.81
H 3.88 0.70 0.23
C 0.69 -2.48 -2.77
C 0.10 -1.08 -0.91
H -2.99 1.46 -4.19
H -2.24 -2.22 -0.35
C -2.43 0.41 -1.02
H -2.50 -3.02 5.41
C 6.21 2.45 -1.55
S 0.11 4.20 -0.85
H 3.31 -2.13 -0.66
C 5.46 3.54 -1.96
H 5.91 4.32 -2.56
C 1.39 -1.23 -0.39
I -0.41 2.02 2.95
H -1.48 -1.19 6.72
H -3.18 -4.08 0.91
C 1.75 3.86 -1.07
C -1.05 0.04 3.59
C -0.25 -1.71 -2.10

Its HOMO-LUMO gap (spin up / spin down) is 4.687 / 3.816 eV. Its total energy is -73757.6418 eV. Its charge is +3. Its multiplicity is 2. The largest force on an atom comes out at 2.2 eV/Å. For the energy above the lowest of the compared OMol25 structures with the same formula, charge and spin, the calculation gives 54.6 kcal per mole.

---

(7)
Below is 2 unconnected molecules or ions with the total composition ClF2HSi at a distorted geometry, with properties calculated with wB97M-V/def2-TZVPD.

Cartesian coordinates (Å):
Cl 3.02 0.21 0.10
F -2.29 0.88 0.03
F -0.45 -0.37 -0.15
Si -2.05 -0.71 0.20
H 1.77 -0.01 -0.18

Its HOMO-LUMO gap is 10.677 eV. Its total energy is -25853.7008 eV. Its charge is 0. The largest force on an atom comes out at 2.5 eV/Å. For the energy above the lowest of the compared OMol25 structures with the same formula, charge and spin, the calculation gives 50.2 kcal per mole.

---

(8)
Below is a molecular structure, C28H37F4N4O2RuS2 at a distorted geometry, with properties calculated with wB97M-V/def2-TZVPD.

Cartesian coordinates (Å):
H -1.27 0.04 -5.74
H -2.64 2.15 -5.10
H 2.04 0.66 3.82
C -2.79 4.19 0.80
C 2.60 1.34 1.88
H 1.20 0.37 -4.70
F -0.19 -2.49 1.19
N 2.36 -1.91 -0.41
C 0.28 -3.56 -2.94
C -1.91 1.67 -4.44
C -1.13 -3.27 4.62
H -0.05 -0.39 -3.68
C -0.61 -2.15 5.25
H -2.44 0.99 -3.77
C -0.86 0.91 -5.24
H -1.71 3.13 -2.81
H -3.89 2.36 0.42
C 3.17 1.69 -0.44
F -1.56 -4.37 2.58
C 2.15 -2.60 -1.54
F -0.77 -2.01 6.56
N 0.95 -0.41 2.36
H 3.86 2.51 -0.19
H -1.76 4.54 0.76
S -1.93 1.72 1.71
H -3.87 2.28 2.95
F 0.50 -0.08 5.22
H 3.39 0.59 1.79
C -2.86 2.71 0.46
N -0.07 -1.72 -1.49
C 4.44 -3.27 -1.63
C 3.57 -1.95 0.14
H 0.74 1.55 3.01
H -1.45 -4.26 -3.99
H -2.37 2.48 -0.49
H -0.76 3.49 -4.28
H -3.18 4.38 1.79
C -0.31 -2.40 2.54
H 2.76 1.87 -1.43
H 1.00 3.07 -0.51
H 2.99 -3.79 -3.12
O -0.07 1.19 -1.69
H -2.25 1.37 4.65
C 0.28 -1.25 3.14
C -2.93 0.72 4.12
N 2.08 1.61 0.53
C 0.76 -2.62 -2.02
H 1.95 3.70 0.86
Ru 0.59 -0.26 0.13
H 0.94 -4.31 -3.36
C 4.64 -2.62 -0.43
H 3.04 2.25 2.30
H -2.45 -0.25 3.95
H -1.95 -0.95 -1.30
C -1.06 -3.55 -3.29
H 3.74 0.75 -0.45
C -1.90 -2.61 -2.70
C -3.36 1.33 2.80
H -0.43 1.57 -6.00
C 1.32 2.86 0.51
C 0.07 -1.16 4.55
C 0.22 0.51 -4.24
H -4.01 0.65 2.25
C -1.36 -1.71 -1.80
H 0.45 2.78 1.15
O -1.58 0.43 1.01
C 3.18 -3.28 -2.19
C -1.00 -3.36 3.24
H 5.26 -3.78 -2.13
H 3.68 -1.46 1.10
H -1.64 -4.04 5.18
C 1.54 0.80 2.85
H -3.81 0.57 4.75
S 0.35 1.84 -2.98
H 5.60 -2.63 0.06
H -2.96 -2.58 -2.93
H -3.38 4.77 0.09
C -1.14 2.70 -3.64

Its HOMO-LUMO gap (spin up / spin down) is 8.266 / 6.350 eV. Its total energy is -74798.4137 eV. Its charge is +2. Its multiplicity is 6. The largest force on an atom comes out at 1.5 eV/Å.

---

(9)
Below is a molecular structure, C50H60Ge2N3O3S6Y at a distorted geometry, with properties calculated with wB97M-V/def2-TZVPD.

Cartesian coordinates (Å):
C 3.15 -4.82 -3.41
C -2.33 -5.14 -1.39
S -0.58 0.67 -1.21
H -4.60 -0.96 -0.84
H 0.43 -5.44 -0.47
C 0.90 5.44 -1.03
C -3.11 1.32 -4.38
C -1.63 -0.61 -4.07
H 6.72 2.23 -0.23
H 1.34 -4.04 0.23
C 3.68 -3.44 -1.33
H -4.26 -4.10 0.31
C -1.26 -4.69 3.68
C -1.67 -4.32 0.94
H 4.24 4.69 2.30
C -2.78 -4.94 -2.70
C -1.93 0.63 -4.65
H -2.40 2.07 0.84
H 0.27 4.46 5.47
H -0.96 -1.92 4.20
H -5.71 -0.73 -2.21
H 5.67 -1.96 0.73
H -1.00 -4.12 5.77
C 2.94 0.18 -3.52
C -0.25 -4.96 2.76
H 1.59 6.39 2.10
H -4.96 -4.38 1.99
C -0.41 -4.70 1.41
H -2.94 -3.38 -4.32
H 0.08 -1.92 -3.70
H 3.76 -4.39 -0.80
S 1.01 -1.56 0.84
C -2.36 -2.55 -2.48
C 1.79 3.57 -2.50
C 3.30 -3.51 -2.67
C -3.71 -0.43 -2.80
H -0.44 6.61 4.43
H 0.01 -1.56 2.93
C 3.65 -1.06 -1.34
H -2.20 -6.18 -0.97
H -4.12 3.27 -4.59
H -3.82 2.32 -6.14
H 2.82 3.15 -2.63
C -3.41 2.58 -5.13
C -4.73 -1.09 -1.92
C 2.93 1.26 -0.36
H -0.08 -5.47 5.31
H 4.44 -3.10 1.23
C -4.16 -3.88 1.37
C 2.38 4.57 1.18
C -2.53 -1.19 -3.12
N -2.86 4.01 4.99
H 3.59 1.01 -3.22
H 1.95 0.65 -3.32
C 1.57 5.73 1.22
H 0.28 7.94 1.29
N -0.69 4.74 5.32
H -2.50 3.15 -5.39
C -1.95 -2.76 -1.17
O -2.09 2.66 1.54
C 4.57 -2.17 0.70
C 5.29 0.64 -0.45
H -1.22 1.00 -5.38
H 5.00 3.91 0.10
H 2.45 -5.52 -2.91
C -1.55 3.73 5.28
C 3.34 2.60 -0.11
H 2.83 -4.62 -4.41
C 5.68 1.92 -0.16
H -1.12 2.79 1.24
H 1.43 -5.65 0.87
H 3.37 3.08 2.33
H -5.01 1.19 -3.23
S -3.36 -1.34 5.68
O -0.37 -1.25 3.83
H 3.11 -0.07 -4.61
C 4.68 2.88 -0.05
H 4.12 -5.37 -3.43
H -2.15 6.25 5.14
H -1.91 -5.62 5.44
S -2.74 -0.44 1.18
H 3.97 -1.42 1.28
O -3.71 0.89 4.24
Ge 1.14 0.65 0.20
C -1.05 -5.04 5.15
S -1.08 2.13 5.80
H -3.34 -4.06 3.94
H -3.13 -5.82 -3.20
Y -1.60 0.84 3.30
C 3.16 -1.08 -2.68
H -0.60 -2.08 -5.33
H 2.78 4.43 3.30
C -1.04 6.18 5.27
C 2.39 3.80 0.01
H -0.69 6.70 6.19
H 0.73 -5.27 3.13
C 0.14 7.52 0.28
H -3.08 4.75 4.35
H 1.58 4.35 -3.25
C 0.75 -4.93 0.45
H 0.20 -0.55 -4.95
C -1.92 -4.04 -0.54
C -0.42 -1.31 -4.51
C 3.92 0.29 -0.65
H 2.58 -2.36 -4.36
C -2.74 -3.63 -3.27
H -3.45 3.18 5.02
Ge -1.15 -1.23 -0.10
H 0.55 8.30 -0.38
H -4.73 -2.17 -2.08
H 0.99 2.88 -2.57
H -0.93 7.26 0.02
H -4.42 -2.83 1.46
C 3.26 4.16 2.33
C -4.01 0.77 -3.40
C 0.94 6.25 0.11
C -2.75 -4.11 1.81
S 0.67 1.78 2.23
H 0.52 5.87 -1.98
C 3.95 -2.24 -0.62
C 2.99 -2.32 -3.37
C 1.71 4.30 -1.14
C -2.52 -4.26 3.20
N -3.23 -0.37 4.48
H 6.14 -0.11 -0.57

Its HOMO-LUMO gap is 7.161 eV. Its total energy is -242530.3440 eV. Its charge is 0. The largest force on an atom comes out at 3.8 eV/Å. For the energy above the lowest of the compared OMol25 structures with the same formula, charge and spin, the calculation gives 11.8 kcal per mole.